Record 1
141
Properties=species:S:1:pos:R:3:mulliken_charge:R:1 method="wB97M-V/def2-TZVPD" lumo_ev=4.83 charge=-3 e_homo_ev=3.25 homo_lumo_gap_ha=0.058 spin_multiplicity=1
C -2.8199 -8.2155 0.6060 -0.73
O -3.0188 -7.3816 -0.5846 -0.37
C -1.8208 -6.7027 -0.8567 -0.65
C -2.1184 -5.5735 -1.8766 -0.56
N -3.2108 -4.6988 -1.2217 0.95
H -3.5818 -5.1231 -0.3836 0.61
H -2.7196 -3.9631 -0.7343 -0.55
C -4.3489 -4.1553 -2.1033 -0.74
C -3.8614 -3.5335 -3.3794 -0.70
O -2.9445 -2.4982 -3.0479 0.15
C -3.0346 -1.4187 -3.9858 -0.75
H -3.7571 -8.7280 0.8230 0.23
H -2.4515 -7.6573 1.4667 0.31
H -2.0930 -8.9837 0.3422 0.32
H -1.0484 -7.4276 -1.1139 0.54
H -1.3938 -6.2131 0.0186 0.34
H -2.5156 -5.9887 -2.8028 0.46
H -1.3218 -4.8739 -2.1295 0.22
H -4.8689 -3.4621 -1.4421 0.18
H -4.9225 -5.0482 -2.3517 0.45
H -4.7459 -3.1831 -3.9113 0.53
H -3.4802 -4.2194 -4.1358 0.45
H -2.4245 -0.5365 -3.7919 -0.14
H -4.0245 -0.9656 -3.9322 0.40
H -2.8279 -1.8206 -4.9778 0.38
S -3.6625 -4.5086 2.9679 0.93
O -3.9140 -3.1126 3.1970 -0.75
O -2.5491 -5.0595 3.8071 -0.80
O -4.5623 -5.3900 3.7117 -0.81
O -3.4916 -4.9031 1.5718 -0.78
C 1.8870 0.4066 4.9735 -0.09
C 1.4397 -1.0862 4.8745 0.53
O 2.2081 -1.9946 5.2056 -0.75
O 0.2921 -1.3352 4.4720 -0.56
H 1.1469 0.9725 5.5393 0.26
H 1.9085 0.8634 3.9841 -0.68
H 2.8606 0.4934 5.4560 0.35
C 0.5059 -0.9851 0.4613 -0.39
F 1.2661 -1.2911 -0.5535 -0.29
F 1.1306 -0.3850 1.3941 0.16
F -0.4158 -0.1627 -0.1091 0.03
S -0.3763 -2.5737 1.1707 1.01
O -1.4015 -2.1926 2.1336 -0.42
O -0.8461 -3.3473 0.0084 -0.69
O 0.6372 -3.2854 1.8928 -0.58
C 4.3999 0.3255 -1.8465 -1.27
C 3.9446 1.6230 -1.1806 1.97
N 5.0151 2.4795 -0.5950 -0.01
C 4.4598 3.8043 -0.2577 0.23
C 4.0461 4.7476 -1.4515 -0.96
C 5.4853 1.8039 0.6409 0.38
C 6.7944 2.4879 1.1908 -1.43
H 4.9489 -0.2942 -1.1375 0.33
H 4.9857 0.5853 -2.7283 0.40
H 3.5927 -0.3438 -2.1440 -0.02
H 3.2922 2.1182 -1.8998 -1.21
H 3.3487 1.2995 -0.3272 -0.17
H 3.5178 3.6037 0.2527 -0.09
H 5.0515 4.3935 0.4428 0.42
H 4.8630 4.9939 -2.1297 0.35
H 3.3491 4.2780 -2.1457 -0.08
H 3.4572 5.5380 -0.9861 0.40
H 5.7911 0.7687 0.4893 0.07
H 4.7437 1.6709 1.4286 -0.10
H 6.8490 2.1524 2.2265 0.38
H 6.8183 3.5763 1.1364 0.37
H 7.7164 2.2348 0.6674 0.30
C -1.3101 3.3681 4.7530 -1.78
C -1.4909 2.9041 3.3214 0.60
N -2.6823 2.0234 3.1681 0.17
C -3.9377 2.6917 3.5348 -0.41
C -5.1581 1.8652 3.2847 -1.46
C -2.7090 1.6437 1.6975 1.44
C -2.9699 2.7460 0.6822 -0.77
H -1.2461 2.5074 5.4186 0.36
H -2.1470 3.9745 5.0996 0.46
H -0.3928 3.9486 4.8511 0.43
H -1.5684 3.7847 2.6837 0.15
H -0.6011 2.3037 3.1320 -0.23
H -3.8892 2.7983 4.6185 0.53
H -3.9861 3.6640 3.0446 0.37
H -6.0212 2.2152 3.8510 0.46
H -5.5068 1.9251 2.2537 0.22
H -4.9746 0.8023 3.4419 0.30
H -3.3909 0.8225 1.4767 -0.66
H -1.7336 1.1780 1.5565 -0.64
H -2.1259 3.4353 0.7045 0.17
H -3.9254 3.2684 0.7276 0.34
H -2.8732 2.3626 -0.3336 -0.03
C 1.7282 3.4518 -5.8296 -1.73
C 1.3871 2.9902 -4.3904 0.31
N 0.9783 1.5728 -4.3061 0.36
C 2.0860 0.6950 -4.6706 0.03
C 1.8188 -0.7955 -4.5752 -1.22
C 0.2202 1.1391 -3.1061 0.47
C -1.0047 2.0445 -2.8047 -1.31
H 2.6654 3.0854 -6.2484 0.33
H 1.6896 4.5389 -5.7609 0.48
H 0.9526 3.2240 -6.5608 0.36
H 2.2869 3.1241 -3.7900 -0.20
H 0.6221 3.6435 -3.9709 0.25
H 2.5224 0.9641 -5.6325 0.28
H 2.8959 0.9350 -3.9818 0.12
H 2.7734 -1.3139 -4.6660 0.42
H 1.5661 -1.0039 -3.5356 0.07
H 1.0109 -1.1434 -5.2189 0.36
H 0.8754 1.2116 -2.2380 -0.29
H -0.1353 0.1200 -3.2584 0.16
H -1.6706 1.6690 -2.0278 -0.19
H -1.5979 2.0587 -3.7191 0.62
H -0.8082 3.0628 -2.4692 0.17
N -4.0557 -1.7631 0.8267 1.10
C -5.3458 -1.3238 1.0396 -0.57
C -5.6697 -0.5098 -0.0759 -1.34
C -4.5670 -0.4800 -0.9314 -0.55
C -3.5448 -1.1802 -0.3229 0.07
H -3.5906 -2.3975 1.4602 -0.07
H -5.9535 -1.5547 1.9020 0.62
H -6.6140 0.0142 -0.0732 0.36
H -4.6377 0.0766 -1.8542 0.36
H -2.5436 -1.4063 -0.6590 -0.06
N 1.3934 4.7364 1.6545 0.39
C 0.8394 5.4168 0.5910 -1.33
C 0.4690 4.4530 -0.3520 -0.47
C 0.6123 3.2187 0.2599 3.09
C 1.3024 3.4064 1.4269 -3.15
H 1.8657 5.1233 2.4591 0.26
H 0.9400 6.4903 0.5294 0.44
H -0.0576 4.6893 -1.2649 0.33
H 0.2953 2.2713 -0.1504 -0.48
H 1.7241 2.6713 2.0963 0.79
N 5.8664 -2.3830 1.3892 0.05
C 4.6209 -1.8199 1.2280 -1.31
C 4.4479 -0.8177 2.2038 0.51
C 5.5577 -0.9477 3.0281 -1.07
C 6.4199 -1.8907 2.5274 -0.54
H 6.2808 -3.0376 0.7412 0.20
H 3.9708 -2.2340 0.4715 0.69
H 3.6072 -0.1511 2.3278 0.74
H 5.6519 -0.5110 4.0113 0.38
H 7.3139 -2.2644 3.0044 0.43


Record 2
26
Properties=species:S:1:pos:R:3:mulliken_charge:R:1 method="wB97M-V/def2-TZVPD" e_above_lowest_kj_mol=125.6 lumo_ev=0.83 e_homo_ev=-8.33 homo_lumo_gap_ha=0.337 spin_multiplicity=1 smiles="NC[C@@H](CC(=O)O)Cc1ccco1"
N -1.8071 -0.3042 1.4778 -0.43
C -2.3516 -0.4151 0.1340 -1.10
C -1.2913 -0.5815 -0.9213 0.56
C -0.7530 0.8099 -1.3648 -1.06
C -0.1464 1.6702 -0.2951 0.47
O -0.8030 2.0358 0.6629 -0.68
O 1.1685 2.0883 -0.5626 -0.41
C -0.1161 -1.5311 -0.6010 -1.13
C 1.0997 -0.9151 0.0113 0.50
C 1.4327 -0.4879 1.2817 -0.35
C 2.7587 0.1073 1.1390 -0.79
C 3.1164 -0.1228 -0.1498 -0.34
O 2.0957 -0.6964 -0.8604 -0.36
H -2.4545 -0.8038 2.1660 0.23
H -1.7215 0.7309 1.8053 0.23
H -3.0452 0.4215 -0.0762 0.32
H -3.0101 -1.3468 0.0458 0.46
H -1.7301 -0.8875 -1.8441 0.37
H -0.1677 0.5573 -2.2223 0.37
H -1.6344 1.3130 -1.7414 0.61
H 1.4357 2.5254 0.2381 0.36
H -0.4925 -2.4426 -0.0459 0.33
H 0.2703 -1.9230 -1.5714 0.36
H 0.7358 -0.6624 2.0384 0.68
H 3.3654 0.6526 1.8652 0.40
H 4.0456 0.2078 -0.6095 0.42


Record 3
17
Properties=species:S:1:pos:R:3:mulliken_charge:R:1 method="wB97M-V/def2-TZVPD" e_above_lowest_kj_mol=209.9 lumo_ev=0.12 e_homo_ev=-8.24 homo_lumo_gap_ha=0.307 spin_multiplicity=1
N -1.8490 0.5183 1.3181 -0.59
C -1.4533 0.3723 -0.0572 0.74
O -1.5595 -0.7939 -0.5275 -0.72
O -1.0966 1.4290 -0.6471 -0.73
H -2.2519 1.4518 1.4854 0.23
H -2.5795 -0.1911 1.5678 0.23
C 1.8455 -0.9163 -1.7669 -0.80
N 1.0169 0.1144 1.6334 -0.39
C 1.0564 -0.5546 0.4729 -0.13
N 1.8905 -0.2037 -0.4930 -0.18
H 2.1404 -0.3064 -2.6139 0.34
H 0.8196 -1.2120 -1.8908 0.35
H 2.5460 -1.7851 -1.7479 0.26
H 1.6773 0.8892 1.5868 0.23
H 0.1211 0.3695 2.0259 0.38
H 0.5670 -1.5300 0.3816 0.50
H 2.1082 0.8223 -0.4999 0.29